# 1
C46H128N10O16 | wB97M-V/def2-TZVPD

Calculated values
ΔE to the lowest compared entry with this formula, charge and spin: 2.5025 eV
HOMO level: -8.55 eV
HOMO-LUMO gap: 8.85 eV

XYZ file:
```
200
Properties=species:S:1:pos:R:3:forces:R:3:lowdin_charge:R:1
C -0.034 1.284 8.917 1.750 -0.718 -1.833 -0.06
C -0.217 2.061 7.614 -1.021 0.011 -0.200 -0.45
C 0.610 1.446 6.490 -0.150 -1.835 0.528 -0.23
O 0.672 2.201 5.309 -1.115 -0.446 0.200 -0.18
C 1.387 3.376 5.433 1.672 0.815 -0.191 -0.13
N -1.681 2.015 7.401 0.526 0.759 -1.337 0.02
H 1.033 1.226 9.174 -0.325 0.104 0.319 0.08
H -0.342 0.245 8.674 0.027 0.382 0.387 0.09
H -0.635 1.680 9.681 -0.643 0.469 1.068 0.06
H 0.086 3.111 7.601 -0.105 0.018 0.839 0.12
H 0.158 0.421 6.278 0.484 1.255 -0.212 0.13
H 1.629 1.241 6.871 -0.039 0.191 -0.156 0.12
H 1.068 4.140 6.168 -0.267 -0.595 -0.145 0.09
H 1.387 3.857 4.461 -0.177 0.111 -0.217 0.08
H 2.458 3.151 5.638 -0.367 0.093 0.154 0.10
H -1.938 1.026 7.521 -0.372 0.715 -0.791 0.06
H -1.917 2.415 6.446 0.093 -1.304 1.549 0.09
C -3.561 3.080 0.047 -0.320 0.361 -2.255 -0.01
C -3.824 3.794 -1.325 -2.457 -0.632 1.420 -0.39
C -5.027 3.135 -2.044 0.511 -0.932 -0.267 -0.19
O -6.167 3.063 -1.185 -0.046 0.360 -0.293 -0.20
C -7.435 2.834 -1.808 0.780 0.416 -0.549 -0.09
N -3.955 5.211 -1.084 0.383 1.785 -0.790 0.03
H -2.759 3.668 0.416 1.031 -0.179 0.914 0.05
H -3.415 2.008 -0.082 0.661 0.170 0.021 0.06
H -4.399 3.149 0.688 -0.948 0.438 0.658 0.05
H -2.976 3.676 -1.952 0.867 -0.311 -0.733 0.10
H -4.653 2.101 -2.322 -0.671 0.800 0.077 0.11
H -5.276 3.661 -2.985 0.031 -0.022 0.305 0.12
H -8.230 3.135 -1.145 -0.026 -0.172 0.619 0.08
H -7.533 1.803 -2.113 -0.108 -0.484 0.039 0.07
H -7.602 3.447 -2.703 0.441 0.093 -0.057 0.09
H -4.612 5.568 -0.403 -0.079 -0.753 0.180 0.09
H -4.095 5.796 -1.925 0.166 -0.819 0.494 0.10
C 5.524 -1.799 -0.682 -0.353 1.081 1.511 -0.09
C 6.567 -2.414 -1.581 -0.381 -0.626 -0.311 -0.42
C 8.011 -1.920 -1.296 -0.888 0.363 -0.514 -0.23
O 8.850 -2.652 -2.103 1.615 -1.822 -0.507 -0.21
C 10.274 -2.527 -1.930 -0.434 0.673 0.710 -0.08
N 6.428 -3.875 -1.410 0.631 -0.226 -1.389 0.04
H 5.324 -0.734 -0.886 0.173 -0.328 -0.276 0.05
H 5.927 -1.762 0.364 -0.562 -0.371 -0.561 0.09
H 4.528 -2.313 -0.700 1.065 0.205 -0.044 0.08
H 6.245 -2.173 -2.621 0.715 -0.223 0.408 0.13
H 8.249 -1.992 -0.252 0.087 -0.492 0.914 0.12
H 8.180 -0.887 -1.546 -0.463 1.032 -0.127 0.12
H 10.670 -2.699 -0.873 -0.869 -0.128 -1.103 0.10
H 10.521 -1.472 -2.157 0.316 -0.454 -0.182 0.08
H 10.744 -3.241 -2.630 -0.250 0.549 0.389 0.09
H 6.384 -4.147 -0.448 0.087 0.004 0.572 0.06
H 7.183 -4.415 -1.872 -0.615 0.737 0.481 0.09
C 0.947 -5.523 -3.622 2.267 -1.046 1.738 -0.02
C 2.426 -4.969 -3.397 -0.746 0.148 0.453 -0.38
C 2.337 -3.517 -2.911 0.245 -0.130 0.843 -0.23
O 1.945 -2.557 -3.859 0.222 0.673 -0.255 -0.23
C 3.075 -2.074 -4.600 -1.682 0.135 -0.977 -0.06
N 3.218 -5.696 -2.389 -1.948 -0.712 -0.885 0.05
H 0.460 -4.881 -4.318 -0.702 0.404 -0.344 0.05
H 0.552 -5.513 -2.596 -0.441 0.497 -0.503 0.03
H 0.852 -6.601 -3.897 0.563 0.862 -0.297 0.09
H 2.957 -4.918 -4.311 0.681 -0.438 -1.141 0.11
H 3.301 -3.163 -2.485 -0.270 -0.541 -0.158 0.11
H 1.627 -3.526 -2.081 -0.245 0.275 0.013 0.10
H 3.254 -2.793 -5.404 0.528 0.163 0.011 0.09
H 3.931 -1.906 -3.976 0.544 -0.160 0.452 0.07
H 2.793 -1.107 -5.050 0.002 -0.472 0.100 0.09
H 2.646 -5.644 -1.547 0.679 -0.108 0.277 0.07
H 4.123 -5.284 -2.299 0.474 0.369 0.485 0.03
C -6.020 -1.998 -0.767 1.093 -0.404 -0.413 -0.04
C -4.737 -1.425 -1.370 -0.187 -0.455 -0.787 -0.44
C -4.853 -1.226 -2.853 -0.705 0.848 -1.284 -0.19
O -5.675 -0.101 -3.201 -0.986 -0.498 1.615 -0.21
C -5.689 0.217 -4.540 0.764 -1.090 -1.034 -0.13
N -4.381 -0.204 -0.701 0.754 0.811 0.536 0.07
H -6.140 -3.039 -1.123 -0.505 0.605 0.055 0.08
H -6.879 -1.323 -0.919 0.312 -0.508 -0.102 0.09
H -5.750 -2.031 0.263 -0.474 -0.203 1.134 0.05
H -3.832 -2.104 -1.306 -1.143 0.286 0.412 0.15
H -5.129 -2.099 -3.460 -0.209 -0.147 0.360 0.14
H -3.912 -0.894 -3.176 1.934 0.005 -0.623 0.08
H -4.650 0.188 -4.928 -0.339 -0.025 -0.190 0.08
H -6.050 1.206 -4.665 -0.421 1.008 0.027 0.07
H -6.332 -0.453 -5.158 0.400 0.133 0.349 0.10
H -3.426 0.049 -0.960 0.005 -0.143 -0.023 0.03
H -4.942 0.598 -0.982 -0.308 -0.425 -0.024 0.05
C -1.556 -6.752 -1.364 -1.002 0.219 -1.142 -0.05
C -1.545 -5.263 -1.038 2.395 -1.154 0.795 -0.43
C -2.506 -4.790 -0.043 -1.489 -1.288 1.088 -0.21
O -2.313 -5.454 1.244 0.110 0.325 -1.447 -0.20
C -3.139 -4.883 2.230 0.123 -0.578 -0.118 -0.11
N -0.236 -5.024 -0.410 1.540 1.074 -0.910 0.05
H -0.634 -7.001 -1.886 0.069 -0.024 0.293 0.05
H -2.338 -6.892 -2.156 0.158 -0.536 1.068 0.09
H -1.642 -7.366 -0.448 -0.283 0.233 -0.675 0.09
H -1.594 -4.636 -1.939 -0.068 -0.213 0.114 0.14
H -3.500 -5.020 -0.423 -0.616 0.431 0.322 0.13
H -2.302 -3.749 0.094 -0.439 1.004 0.164 0.10
H -4.172 -5.203 2.086 -0.239 -0.002 0.064 0.08
H -3.108 -3.797 2.123 0.068 0.159 0.613 0.07
H -2.775 -5.291 3.188 -0.213 0.625 -0.245 0.10
H -0.100 -4.024 -0.449 0.407 0.385 -0.059 0.05
H -0.185 -5.216 0.577 -0.566 -0.543 0.218 0.06
C 0.234 -3.035 3.264 -0.759 0.813 -0.407 -0.06
C 1.654 -2.573 3.319 0.536 0.899 2.254 -0.40
C 1.793 -1.119 3.870 -0.575 -0.565 1.142 -0.21
O 1.343 -0.042 3.074 1.011 -0.783 -0.588 -0.20
C 2.437 0.320 2.212 0.662 -0.033 1.072 -0.09
N 2.434 -3.314 4.341 -0.534 1.384 0.726 0.03
H -0.296 -2.954 4.204 0.190 0.060 0.578 0.08
H 0.161 -4.050 2.954 -0.070 -0.935 -0.417 0.06
H -0.354 -2.413 2.595 -0.064 0.030 -0.424 0.06
H 2.142 -2.685 2.374 0.399 -0.080 -0.694 0.12
H 2.842 -0.974 4.180 -0.239 -0.001 -0.289 0.12
H 1.214 -1.152 4.839 0.272 0.397 -0.916 0.12
H 2.867 -0.539 1.638 -0.503 0.573 0.369 0.09
H 3.249 0.743 2.857 -0.377 -0.352 -0.461 0.11
H 2.116 1.111 1.566 -0.357 0.241 -0.583 0.06
H 1.928 -3.325 5.249 0.421 0.000 -0.971 0.09
H 2.569 -4.241 4.064 0.205 -1.739 -0.393 0.04
C 4.598 2.344 -0.184 -2.381 0.842 -0.425 -0.05
C 4.853 2.709 -1.668 0.063 -0.114 0.623 -0.41
C 4.075 1.804 -2.628 -0.757 -0.003 -0.646 -0.14
O 2.619 2.112 -2.556 1.988 -0.535 0.038 -0.26
C 1.919 1.495 -3.625 -0.102 -0.260 0.211 -0.09
N 4.471 4.096 -1.885 1.761 -0.246 1.182 0.07
H 3.592 2.860 0.101 1.657 -0.985 -0.251 0.10
H 5.367 2.738 0.456 0.299 0.175 0.262 0.06
H 4.477 1.270 -0.023 0.125 0.061 -0.005 0.05
H 5.958 2.634 -1.835 -0.930 -0.208 -0.263 0.15
H 4.206 0.721 -2.392 -0.049 0.609 -0.279 0.11
H 4.426 2.035 -3.677 -0.437 -0.405 0.863 0.14
H 2.260 1.956 -4.576 -0.266 -0.493 0.256 0.10
H 0.838 1.728 -3.464 0.808 -0.390 -0.232 0.09
H 2.108 0.382 -3.598 -0.444 1.062 -0.254 0.08
H 5.009 4.531 -2.600 -0.118 0.331 -0.639 0.08
H 3.494 4.202 -1.950 -1.204 0.407 -0.324 0.05
C 0.906 -0.770 -0.725 0.032 -0.642 -0.256 -0.04
C -0.593 -0.559 -0.454 0.334 0.280 0.770 -0.37
C -0.857 0.313 0.808 1.009 -0.002 -1.148 -0.16
O -0.221 1.587 0.562 -0.643 -1.720 -1.427 -0.20
C -0.377 2.414 1.629 0.253 2.152 0.746 -0.14
N -1.303 0.106 -1.565 0.412 0.425 -0.804 0.06
H 1.092 -1.398 -1.621 -0.315 0.477 0.294 0.06
H 1.413 -1.279 0.092 -0.224 -0.258 0.323 0.06
H 1.452 0.159 -0.820 -0.104 0.469 -0.275 0.07
H -1.054 -1.543 -0.201 0.079 0.449 -0.522 0.12
H -0.394 -0.077 1.731 -0.519 -0.232 -0.396 0.11
H -1.951 0.406 0.855 0.115 0.271 0.450 0.10
H 0.175 2.075 2.486 0.096 -0.290 0.750 0.07
H -1.407 2.621 1.878 -0.645 -0.365 0.306 0.07
H 0.007 3.400 1.357 0.308 0.012 -0.123 0.09
H -0.896 -0.123 -2.491 -0.328 -0.357 0.847 0.07
H -1.150 1.125 -1.498 -0.036 -0.621 0.325 0.07
C -2.660 -0.826 3.736 -0.936 -1.522 0.883 -0.07
C -3.563 0.370 3.677 0.331 1.157 0.048 -0.46
C -4.844 0.229 2.875 0.393 0.366 0.576 -0.17
O -5.428 1.551 2.774 1.852 -1.000 1.196 -0.17
C -6.421 1.736 1.862 -0.690 -0.731 -2.246 -0.16
N -3.884 0.784 5.055 -0.922 0.251 -0.149 0.04
H -3.225 -1.607 4.341 0.885 0.482 -0.640 0.10
H -1.734 -0.586 4.253 -0.038 0.095 0.184 0.07
H -2.378 -1.269 2.783 -0.266 0.106 -0.237 0.05
H -2.983 1.176 3.235 0.018 0.358 -0.137 0.12
H -5.433 -0.434 3.503 -0.881 -0.146 -0.103 0.12
H -4.636 -0.276 1.945 -0.239 0.321 -0.844 0.09
H -6.122 1.491 0.815 0.059 0.168 0.628 0.07
H -6.752 2.756 1.851 0.077 0.701 0.220 0.09
H -7.289 1.131 2.050 -0.672 -0.525 0.364 0.08
H -4.427 0.005 5.461 0.336 0.455 -0.023 0.08
H -4.584 1.545 4.942 0.665 -0.528 0.341 0.09
C -0.045 4.256 -1.690 -0.150 -0.818 -0.201 -0.26
C -0.044 5.624 -2.300 -0.721 1.302 0.926 -0.24
O -1.376 6.096 -2.469 -0.487 -0.414 0.133 -0.09
O 1.238 4.005 -1.190 0.216 0.783 0.671 -0.07
H -0.345 3.488 -2.425 0.055 0.172 0.069 0.12
H -0.787 4.185 -0.866 0.212 0.264 -0.284 0.11
H 0.466 5.747 -3.252 0.037 -0.456 -0.140 0.12
H 0.467 6.292 -1.585 0.107 -0.193 -0.129 0.13
H -1.917 5.774 -1.712 0.291 0.438 -0.459 0.05
H 1.556 3.163 -1.484 0.328 -0.932 -0.286 0.02
C -1.608 -2.505 -5.002 -0.820 0.918 0.396 -0.26
C -1.782 -1.059 -5.436 -0.144 -0.607 -0.180 -0.25
O -0.528 -0.594 -5.861 1.077 0.061 0.244 -0.06
O -0.899 -2.546 -3.810 1.894 -0.373 0.480 -0.08
H -1.166 -3.129 -5.763 0.188 -0.135 -0.509 0.12
H -2.574 -2.887 -4.733 -0.835 -0.336 -0.296 0.11
H -2.156 -0.497 -4.552 -0.014 -0.140 -0.631 0.10
H -2.440 -1.032 -6.304 -0.622 0.158 0.203 0.12
H -0.623 0.192 -6.390 -0.118 0.353 -0.160 0.08
H 0.055 -2.592 -4.058 -0.526 0.289 0.605 0.06
C 3.280 6.764 2.273 -0.458 -0.258 0.191 -0.27
C 3.916 5.705 1.402 -1.130 -1.522 0.720 -0.31
O 4.819 6.322 0.566 1.116 -0.360 -2.125 -0.09
O 2.640 7.799 1.557 0.733 0.739 -1.491 -0.08
H 4.060 7.217 2.871 0.179 -0.055 0.673 0.11
H 2.473 6.286 2.874 0.757 0.400 -0.077 0.13
H 3.056 5.164 0.854 1.388 0.514 0.540 0.13
H 4.548 5.001 2.027 -1.321 0.258 -0.157 0.13
H 5.126 5.609 -0.056 -0.425 1.101 0.415 0.08
H 3.291 8.207 0.913 -1.005 -0.920 1.143 0.11
```
Forces are in eV/Å.

# 2
C46H30Cl3F5IN5O4SeSn | wB97M-V/def2-TZVPD

Calculated values
ΔE to the lowest compared entry with this formula, charge and spin: 0.3097 eV
HOMO level: -2.15 eV
HOMO-LUMO gap: 6.10 eV
net charge: -2

XYZ file:
```
96
Properties=species:S:1:pos:R:3:forces:R:3:lowdin_charge:R:1
Sn 1.414 0.984 -0.398 -0.191 0.271 -0.167 1.23
O -0.206 4.558 2.101 0.059 0.006 0.053 0.06
C -1.456 4.623 1.629 -0.023 0.073 0.063 -0.27
C -2.394 5.349 2.368 -0.006 -0.003 -0.017 -0.03
C -3.700 5.445 1.938 0.024 0.010 0.009 -0.11
C -4.104 4.821 0.762 -0.034 -0.003 -0.008 -0.12
C -3.177 4.102 0.032 -0.059 0.015 -0.055 -0.04
C -1.850 3.995 0.438 -0.070 -0.012 0.000 -0.07
C -0.883 3.181 -0.342 -0.159 0.295 0.050 -0.46
O 0.304 3.083 0.087 0.287 -0.093 0.306 -0.19
N -1.347 2.625 -1.448 0.093 -0.282 -0.348 0.07
N -0.437 1.741 -1.925 -0.050 0.093 -0.019 -0.06
C -0.687 1.149 -3.029 -0.074 -0.181 0.042 -0.11
C 0.173 0.030 -3.424 -0.237 0.158 -0.108 -0.28
C -0.106 -0.733 -4.555 0.036 -0.035 0.095 -0.02
C 0.701 -1.821 -4.838 -0.001 0.026 -0.074 -0.08
C 1.744 -2.127 -3.982 0.057 0.157 0.057 -0.06
C 1.945 -1.318 -2.873 0.054 -0.332 -0.161 -0.14
N 1.198 -0.257 -2.616 0.047 0.075 -0.123 0.00
H 0.282 3.960 1.476 0.075 -0.020 -0.007 0.06
H -2.062 5.816 3.285 0.015 0.029 0.053 0.11
H -4.414 6.005 2.528 -0.053 0.037 0.039 0.09
H -5.132 4.884 0.430 -0.019 0.005 -0.010 0.09
H -3.457 3.593 -0.879 -0.022 -0.025 -0.027 0.10
H -1.584 1.383 -3.608 0.094 -0.021 0.052 0.12
H -0.956 -0.483 -5.175 -0.019 0.015 -0.016 0.10
H 0.500 -2.439 -5.704 0.000 -0.010 0.028 0.11
H 2.378 -2.985 -4.145 0.010 -0.050 0.001 0.11
H 2.728 -1.528 -2.158 -0.026 -0.053 -0.050 0.05
Cl 7.084 -4.406 2.344 -0.015 0.002 0.008 0.56
C 5.731 -3.323 2.057 0.116 -0.039 -0.028 -0.70
C 5.702 -2.553 0.907 0.070 -0.046 -0.026 -0.17
C 4.637 -1.708 0.698 0.140 -0.021 -0.135 -0.55
Cl 4.609 -0.742 -0.761 0.161 0.083 0.150 0.69
C 3.533 -1.555 1.590 0.112 -0.093 -0.009 -0.56
O 2.576 -0.779 1.381 -0.230 0.221 0.129 -0.30
C 3.654 -2.386 2.747 -0.019 0.006 0.124 -0.58
Cl 2.380 -2.281 3.931 -0.039 0.001 0.024 0.66
C 4.705 -3.239 2.982 0.057 -0.113 0.065 -0.17
H 6.500 -2.613 0.179 0.003 -0.002 0.004 0.09
H 4.721 -3.840 3.880 0.011 -0.010 0.024 0.09
I 3.375 2.408 1.755 0.071 -0.111 0.212 1.07
C 3.685 3.967 0.414 -0.048 -0.009 -0.051 -0.62
C 4.255 5.106 0.910 -0.032 0.023 -0.049 -0.18
C 4.545 6.184 0.053 0.013 -0.020 0.081 -0.11
C 4.270 6.070 -1.273 -0.002 0.056 -0.032 -0.06
C 3.687 4.895 -1.802 0.039 0.053 -0.122 -0.18
C 3.450 4.815 -3.195 0.007 0.052 0.000 -0.07
C 2.936 3.676 -3.725 -0.013 -0.031 -0.084 -0.09
C 2.599 2.596 -2.882 0.060 -0.056 -0.037 -0.15
C 2.751 2.608 -1.516 -0.166 -0.006 0.053 -0.24
C 3.352 3.793 -0.965 0.073 -0.066 0.118 -0.24
H 4.485 5.178 1.963 0.012 -0.004 0.052 0.08
H 4.995 7.083 0.452 0.015 0.055 0.032 0.09
H 4.496 6.882 -1.955 0.009 0.035 -0.041 0.10
H 3.691 5.669 -3.816 0.029 0.038 -0.023 0.10
H 2.757 3.598 -4.792 0.012 -0.013 -0.019 0.09
H 2.180 1.725 -3.363 -0.071 -0.044 -0.037 0.06
C -3.673 -2.995 1.886 -0.007 -0.192 0.111 -0.03
N -3.712 -1.598 1.449 -0.066 0.125 0.012 -0.07
N -2.602 -0.874 1.897 0.043 -0.026 -0.072 0.04
C -2.038 -0.127 0.869 -0.010 -0.358 -0.078 -0.42
O -1.097 0.627 1.025 0.025 0.447 0.061 -0.03
C -2.807 -0.489 -0.305 -0.142 -0.001 0.193 0.04
C -3.737 -1.382 0.074 0.094 0.003 -0.154 -0.30
C -4.647 -2.191 -0.778 -0.011 0.043 -0.032 -0.02
C -2.392 -0.658 3.264 0.118 0.022 -0.006 -0.19
C -3.465 -0.591 4.141 -0.074 0.006 0.037 -0.04
C -3.232 -0.381 5.491 -0.007 0.015 0.022 -0.11
C -1.938 -0.219 5.959 0.010 -0.010 0.000 -0.11
C -0.873 -0.283 5.070 -0.014 0.009 0.029 -0.08
C -1.086 -0.513 3.724 -0.110 0.012 0.033 0.01
H -3.537 -3.013 2.968 -0.056 -0.005 -0.060 0.08
H -2.857 -3.538 1.403 0.023 0.023 0.012 0.04
H -4.631 -3.457 1.652 -0.009 -0.016 -0.010 0.09
H -2.574 -0.168 -1.301 -0.054 0.146 -0.137 0.10
H -4.632 -1.801 -1.793 -0.007 0.014 -0.017 0.08
H -5.672 -2.173 -0.404 -0.025 -0.005 0.021 0.08
H -4.306 -3.226 -0.814 0.055 -0.065 0.008 0.08
H -4.471 -0.692 3.756 -0.021 -0.019 -0.010 0.11
H -4.069 -0.327 6.173 -0.065 -0.003 0.063 0.09
H -1.759 -0.047 7.011 0.016 0.015 0.083 0.09
H 0.140 -0.166 5.425 0.118 0.004 0.042 0.10
H -0.262 -0.581 3.031 0.114 -0.016 -0.082 0.11
F -2.041 -8.552 -3.352 0.071 0.275 0.141 0.07
C -1.730 -7.382 -2.740 -0.023 -0.034 0.006 -0.16
C -0.974 -6.417 -3.388 -0.013 -0.100 -0.080 -0.15
F -0.542 -6.648 -4.651 -0.116 0.029 0.297 0.08
C -0.664 -5.229 -2.748 0.175 0.079 -0.256 -0.26
F 0.075 -4.351 -3.465 -0.263 -0.326 0.264 0.04
C -1.071 -4.916 -1.446 0.014 0.174 0.067 -0.60
Se -0.643 -3.288 -0.581 -0.043 -0.260 -0.223 0.61
C -1.836 -5.917 -0.839 -0.191 -0.117 0.216 -0.27
F -2.323 -5.744 0.413 0.135 -0.029 -0.296 0.04
C -2.163 -7.115 -1.449 -0.052 -0.162 -0.060 -0.15
F -2.913 -8.038 -0.797 0.190 0.219 -0.185 0.08
```
Forces are in eV/Å.

Computed values of LUMO level (unit: eV) for the preceding records, in sequence: 0.30, 3.96.